Record 1
DFT (ωB97M-V with the def2-TZVPD basis set) results for C32H24F3N8O2PdS as an isolated structure in a non-equilibrium geometry.

ORCA input file:
```
! RIJCOSX wB97M-V def2-TZVPD def2/J DEFGRID3
* xyz 1 1
Pd -0.635 -0.613 -0.061
N -0.695 2.057 7.309
C -0.236 1.811 6.055
C 0.810 0.893 5.850
C 1.212 0.566 4.577
C 0.586 1.157 3.482
C -0.400 2.116 3.664
C -0.803 2.450 4.939
S 0.991 0.507 1.901
O 0.358 1.283 0.835
O 2.399 0.289 1.806
N 0.162 -0.914 1.823
C 0.832 -2.097 2.055
N 1.552 -2.273 3.158
C 2.149 -3.440 3.342
C 2.047 -4.486 2.439
C 1.289 -4.214 1.308
N 0.712 -3.044 1.121
H -0.276 1.606 8.100
H -1.413 2.738 7.469
H 1.287 0.441 6.709
H 2.007 -0.143 4.399
H -0.831 2.607 2.803
H -1.564 3.206 5.092
H 2.722 -3.541 4.257
H 2.524 -5.439 2.600
H 1.156 -4.940 0.512
N 2.666 1.814 -9.579
C 2.361 1.503 -8.517
C 1.961 1.122 -7.200
C 1.103 1.951 -6.475
C 0.694 1.575 -5.212
C 1.140 0.378 -4.643
C 2.014 -0.433 -5.371
C 2.413 -0.074 -6.643
C 0.667 -0.032 -3.310
C 1.611 -0.371 -2.340
C 3.025 -0.188 -2.454
C 3.584 -0.728 -1.322
C 2.519 -1.213 -0.540
N 1.346 -0.995 -1.143
C -0.716 -0.047 -3.092
C -1.699 0.055 -4.112
C -2.921 0.179 -3.480
C -2.667 0.130 -2.111
N -1.350 -0.037 -1.868
H 0.761 2.878 -6.914
H 0.044 2.223 -4.640
H 2.340 -1.369 -4.939
H 3.065 -0.720 -7.215
H 3.521 0.294 -3.277
H 4.624 -0.778 -1.051
H 2.598 -1.720 0.405
H -1.497 -0.003 -5.167
H -3.890 0.296 -3.932
H -3.385 0.194 -1.313
F -2.895 -2.099 -0.805
C -1.696 -2.259 -0.250
F -1.954 -2.725 0.980
F -1.074 -3.194 -0.944
C -3.895 2.182 2.595
C -3.874 0.824 2.873
C -3.164 -0.019 2.037
N -2.488 0.444 0.989
C -2.493 1.752 0.719
C -3.197 2.656 1.494
H -4.456 2.861 3.223
H -4.407 0.417 3.720
H -3.153 -1.089 2.196
H -1.926 2.078 -0.143
H -3.205 3.702 1.226
*
```

Summary:
ΔE to the lowest compared entry with this formula, charge and spin   18.2 kcal per mole
Frontier orbital gap   4.84 eV
E_LUMO   -5.70 eV

Record 2
DFT (ωB97M-V with the def2-TZVPD basis set) results for C32H25AsNO3PSW as an isolated structure in a non-equilibrium geometry.

ORCA input file:
```
! RIJCOSX wB97M-V def2-TZVPD def2/J DEFGRID3
* xyz 2 1
W 1.903 0.755 -0.177
O 2.895 1.249 1.596
C 1.934 2.116 1.664
O 1.697 2.742 0.573
C 0.916 1.898 2.714
P 0.515 0.191 2.032
C 1.328 -0.992 3.110
C 1.205 -0.879 4.496
C 1.797 -1.825 5.314
C 2.499 -2.886 4.755
C 2.609 -3.007 3.378
C 2.025 -2.060 2.550
C -1.267 -0.046 2.193
C -2.164 0.949 1.795
C -3.528 0.715 1.855
C -4.004 -0.508 2.311
C -3.117 -1.491 2.725
C -1.748 -1.265 2.671
H 0.078 2.582 2.629
H 1.314 1.841 3.723
H 0.644 -0.064 4.940
H 1.710 -1.737 6.389
H 2.963 -3.621 5.399
H 3.155 -3.835 2.947
H 2.120 -2.150 1.475
H -1.806 1.919 1.470
H -4.221 1.492 1.558
H -5.069 -0.687 2.361
H -3.488 -2.436 3.099
H -1.061 -2.035 2.997
C -4.541 1.832 -3.453
C -3.828 0.658 -3.665
C -2.643 0.429 -2.984
C -2.199 1.395 -2.093
C -2.901 2.570 -1.859
C -4.081 2.786 -2.555
As -0.526 1.153 -1.149
C 0.009 -0.708 -1.274
C -0.624 -1.786 -0.624
C -0.297 -3.068 -0.996
C 0.648 -3.295 -2.008
C 1.281 -2.252 -2.651
C 0.960 -0.946 -2.288
C 1.597 0.281 -2.790
C 2.694 0.344 -3.655
C 3.192 1.581 -4.007
C 2.632 2.769 -3.513
C 1.553 2.730 -2.663
C 1.015 1.479 -2.297
H -5.463 2.003 -3.992
H -4.194 -0.082 -4.364
H -2.085 -0.485 -3.149
H -2.540 3.308 -1.152
H -4.639 3.697 -2.393
H -1.380 -1.607 0.128
H -0.782 -3.911 -0.523
H 0.880 -4.313 -2.292
H 2.017 -2.448 -3.419
H 3.138 -0.560 -4.049
H 4.038 1.640 -4.680
H 3.054 3.720 -3.807
H 1.123 3.644 -2.274
O 3.682 1.383 -0.900
S 4.335 -0.050 -0.743
N 3.038 -0.815 -0.404
*
```

Summary:
ΔE to the lowest compared entry with this formula, charge and spin   4.3 kcal per mole
Frontier orbital gap (spin up / spin down)   6.57 / 6.57 eV
E_LUMO (spin up / spin down)   -7.48 / -7.49 eV

Record 3
DFT (ωB97M-V with the def2-TZVPD basis set) results for C32H25BaN4OS2Se as an isolated structure in a non-equilibrium geometry.

ORCA input file:
```
! RIJCOSX wB97M-V def2-TZVPD def2/J DEFGRID3
* xyz 1 1
Ba 1.065 -0.952 1.148
S -1.284 1.891 4.598
C 0.387 2.281 4.847
C 0.951 3.170 5.754
C 2.326 3.308 5.760
C 3.123 2.568 4.884
C 2.562 1.685 3.984
C 1.175 1.539 3.954
N 0.455 0.705 3.118
C -0.831 0.771 3.327
C -1.846 -0.015 2.620
C -3.171 0.033 3.086
C -4.150 -0.750 2.508
C -3.822 -1.571 1.437
C -2.519 -1.581 0.950
C -1.496 -0.820 1.519
H 0.325 3.729 6.436
H 2.787 4.001 6.451
H 4.197 2.693 4.920
H 3.184 1.107 3.310
H -3.433 0.679 3.918
H -5.163 -0.719 2.890
H -4.582 -2.197 0.983
H -2.307 -2.227 0.098
O 1.146 0.288 -0.688
S 0.736 0.297 -2.149
C -1.079 0.485 -2.105
C -1.647 0.415 -3.497
C -2.485 1.414 -3.975
C -3.010 1.335 -5.257
C -2.693 0.262 -6.075
C -1.857 -0.741 -5.606
C -1.343 -0.669 -4.323
C 1.185 1.947 -2.816
C 1.379 1.849 -4.305
C 0.525 2.492 -5.191
C 0.717 2.370 -6.560
C 1.762 1.605 -7.053
C 2.622 0.961 -6.173
C 2.429 1.084 -4.808
H -1.300 1.424 -1.600
H -1.430 -0.336 -1.474
H -2.735 2.258 -3.342
H -3.668 2.115 -5.616
H -3.106 0.201 -7.073
H -1.610 -1.584 -6.239
H -0.699 -1.458 -3.954
H 2.114 2.196 -2.302
H 0.413 2.663 -2.539
H -0.294 3.094 -4.818
H 0.047 2.876 -7.243
H 1.913 1.514 -8.120
H 3.445 0.369 -6.552
H 3.102 0.585 -4.118
Se -1.750 -4.046 4.224
N -0.614 -4.943 5.204
C 0.601 -4.588 4.819
C 1.828 -5.066 5.341
C 2.972 -4.563 4.800
C 2.912 -3.600 3.756
N 1.808 -3.127 3.235
C 0.649 -3.608 3.753
N -0.526 -3.202 3.307
H 1.833 -5.801 6.135
H 3.939 -4.888 5.157
H 3.836 -3.209 3.342
*
```

Summary:
ΔE to the lowest compared entry with this formula, charge and spin   19.3 kcal per mole
Frontier orbital gap   6.50 eV
E_LUMO   -3.46 eV

Record 4
DFT (ωB97M-V with the def2-TZVPD basis set) results for C32H25I2N6O2V as an isolated structure in a non-equilibrium geometry.

ORCA input file:
```
! RIJCOSX wB97M-V def2-TZVPD def2/J DEFGRID3
* xyz 1 4
V 0.297 -2.000 0.804
C -3.733 -1.707 2.375
C -4.469 -2.602 1.609
C -3.823 -3.270 0.575
C -2.462 -3.060 0.363
N -1.793 -2.268 1.224
C -2.369 -1.630 2.223
C -1.666 -3.620 -0.815
C -2.072 -4.367 -1.930
C -1.075 -4.776 -2.848
C 0.273 -4.467 -2.702
C 0.647 -3.737 -1.581
N -0.371 -3.310 -0.740
C 2.034 -3.347 -1.096
C 3.175 -3.938 -1.602
C 4.394 -3.540 -1.117
C 4.467 -2.587 -0.099
C 3.308 -2.074 0.442
N 2.127 -2.444 -0.080
H -4.263 -1.095 3.130
H -5.504 -2.781 1.823
H -4.363 -3.947 -0.052
H -1.724 -0.982 2.814
H -3.106 -4.603 -2.124
H -1.435 -5.341 -3.672
H 0.985 -4.813 -3.432
H 3.165 -4.689 -2.395
H 5.306 -3.968 -1.522
H 5.429 -2.269 0.236
H 3.304 -1.396 1.263
I 1.099 -4.169 2.968
C 1.961 -2.760 4.341
I 0.678 -2.201 5.924
H 2.235 -1.918 3.732
H 2.809 -3.284 4.713
C 1.105 5.022 -4.625
O 1.668 4.832 -3.345
C 0.940 4.984 -2.188
C -0.385 5.333 -2.233
C -1.080 5.462 -1.046
C -0.444 5.221 0.175
C 0.869 4.766 0.199
C 1.563 4.760 -0.975
N -1.345 5.283 1.328
N -1.441 4.349 2.137
C -0.666 3.106 2.006
C 0.149 2.800 3.072
C 0.771 1.537 3.139
C 0.581 0.521 2.158
O 1.142 -0.662 2.173
C -0.251 0.853 1.046
N -0.331 -0.087 0.033
C -1.178 0.239 -0.949
C -1.885 1.451 -1.038
C -1.812 2.394 -0.018
C -0.914 2.117 1.027
H 1.915 4.890 -5.345
H 0.669 6.044 -4.816
H 0.327 4.309 -4.847
H -0.891 5.446 -3.159
H -2.100 5.690 -1.102
H 1.362 4.571 1.154
H 2.630 4.580 -0.974
H 0.324 3.454 3.911
H 1.383 1.236 3.975
H -1.287 -0.536 -1.723
H -2.513 1.662 -1.881
H -2.341 3.334 -0.022
*
```

Summary:
ΔE to the lowest compared entry with this formula, charge and spin   0.0 kcal per mole
Frontier orbital gap (spin up / spin down)   5.84 / 5.92 eV
E_LUMO (spin up / spin down)   -3.40 / -3.55 eV

Record 5
DFT (ωB97M-V with the def2-TZVPD basis set) results for a 4-piece molecular cluster, C32H26BI2NO8 overall in a non-equilibrium geometry.

ORCA input file:
```
! RIJCOSX wB97M-V def2-TZVPD def2/J DEFGRID3
* xyz 0 1
I 0.243 -5.111 -0.926
C 1.107 -5.796 0.989
C 0.052 -6.660 1.826
C -1.273 -5.872 2.271
B -1.027 -4.601 3.245
I -2.606 -3.052 3.340
C 0.327 -4.367 4.151
C 1.256 -3.215 3.697
C 2.540 -2.970 4.564
C 2.738 -3.900 5.813
C 1.643 -4.960 6.064
N 0.481 -5.227 5.282
H 1.537 -4.916 1.569
H 1.952 -6.518 0.673
H 0.551 -7.188 2.718
H -0.300 -7.514 1.127
H -1.768 -5.458 1.310
H -2.030 -6.573 2.772
H 1.050 -2.567 2.785
H 3.285 -2.157 4.292
H 3.638 -3.754 6.488
H 1.787 -5.617 7.001
C -2.716 -0.464 7.221
C -2.866 0.682 7.888
C -3.735 1.761 7.371
O -3.871 2.807 7.977
C -4.431 1.520 6.090
C -4.280 0.374 5.424
C -3.412 -0.704 5.941
O -3.275 -1.755 5.333
H -2.083 -1.264 7.584
H -2.364 0.874 8.828
H -5.064 2.320 5.726
H -4.783 0.182 4.484
C -0.140 -2.297 -6.965
C -1.026 -3.199 -6.541
C -0.948 -3.770 -5.180
O -1.754 -4.595 -4.794
C 0.149 -3.301 -4.307
C 1.034 -2.399 -4.730
C 0.956 -1.828 -6.091
O 1.765 -1.000 -6.479
H -0.182 -1.868 -7.958
H -1.835 -3.553 -7.168
H 0.191 -3.729 -3.312
H 1.843 -2.045 -4.103
C -1.730 2.828 -4.010
C -0.789 3.656 -3.555
C 0.642 3.426 -3.850
O 1.502 4.181 -3.433
C 0.989 2.246 -4.669
C 0.048 1.418 -5.124
C -1.383 1.647 -4.830
O -2.242 0.892 -5.247
H -2.782 2.979 -3.804
H -1.026 4.525 -2.955
H 2.041 2.094 -4.876
H 0.285 0.549 -5.724
C 2.628 7.379 -3.052
C 2.796 7.594 -1.747
C 2.855 8.965 -1.197
O 3.011 9.162 -0.006
C 2.720 10.088 -2.150
C 2.552 9.873 -3.455
C 2.493 8.502 -4.005
O 2.338 8.305 -5.196
H 2.583 6.382 -3.472
H 2.896 6.783 -1.036
H 2.765 11.085 -1.730
H 2.452 10.684 -4.166
*
```

Summary:
Frontier orbital gap   6.84 eV
E_LUMO   -1.75 eV

Record 6
DFT (ωB97M-V with the def2-TZVPD basis set) results for C32H26BrN3NiO6Se as an isolated structure in a non-equilibrium geometry.

ORCA input file:
```
! RIJCOSX wB97M-V def2-TZVPD def2/J DEFGRID3
* xyz -2 3
Ni 0.275 -1.838 0.104
Br 5.064 -1.184 5.742
C 3.631 -1.461 4.499
C 2.350 -1.737 4.993
C 1.328 -1.961 4.112
C 1.525 -1.953 2.697
O 0.550 -2.246 1.947
C 2.849 -1.628 2.230
C 3.144 -1.447 0.855
N 2.307 -1.626 -0.109
C 2.630 -1.504 -1.441
C 3.908 -1.488 -1.983
C 4.098 -1.355 -3.362
C 3.038 -1.209 -4.222
C 1.721 -1.239 -3.723
C 0.571 -1.098 -4.527
C -0.668 -1.159 -3.946
C -0.775 -1.426 -2.575
N 0.275 -1.569 -1.802
C 1.515 -1.431 -2.333
C 3.878 -1.395 3.158
H 2.173 -1.764 6.061
H 0.323 -2.157 4.463
H 4.156 -1.092 0.631
H 4.764 -1.588 -1.330
H 5.106 -1.369 -3.762
H 3.198 -1.075 -5.286
H 0.681 -0.967 -5.598
H -1.564 -1.038 -4.539
H -1.736 -1.568 -2.095
H 4.870 -1.155 2.792
C -1.383 6.582 0.112
C -0.915 5.161 0.309
C -1.690 4.237 0.997
C -1.258 2.927 1.195
C -2.092 1.929 1.952
C -0.017 2.544 0.692
C 0.769 3.449 -0.023
C 2.096 3.004 -0.577
C 0.309 4.748 -0.207
C 0.520 1.141 0.970
O 1.371 1.044 1.861
O 0.005 0.247 0.240
H -2.255 6.795 0.731
H -1.655 6.768 -0.931
H -0.595 7.291 0.376
H -2.655 4.541 1.393
H -3.064 2.348 2.217
H -1.576 1.623 2.865
H -2.238 1.020 1.365
H 2.752 2.694 0.239
H 2.579 3.801 -1.145
H 1.962 2.136 -1.227
H 0.923 5.458 -0.757
Se -2.152 -2.068 1.132
C -3.805 -1.674 0.269
C -3.942 -0.608 -0.635
C -5.164 -0.308 -1.219
C -6.296 -1.056 -0.918
C -6.180 -2.117 -0.023
C -4.958 -2.424 0.552
H -3.067 -0.009 -0.866
H -5.241 0.530 -1.905
H -7.253 -0.822 -1.373
H -7.055 -2.710 0.227
H -4.866 -3.267 1.226
O 1.892 -4.499 0.154
N 0.741 -4.815 -0.197
O 0.410 -6.005 -0.332
O -0.143 -3.910 -0.390
*
```

Summary:
ΔE to the lowest compared entry with this formula, charge and spin   19.8 kcal per mole
Frontier orbital gap (spin up / spin down)   5.06 / 5.02 eV
E_LUMO (spin up / spin down)   3.99 / 3.97 eV

Record 7
DFT (ωB97M-V with the def2-TZVPD basis set) results for C32H26Cl2NO2P2Sr as an isolated structure in a non-equilibrium geometry.

ORCA input file:
```
! RIJCOSX wB97M-V def2-TZVPD def2/J DEFGRID3
* xyz 1 1
Sr 1.327 -1.776 -1.228
Cl 7.281 -2.577 3.463
C 6.115 -2.327 2.199
C 6.558 -2.064 0.898
C 5.669 -1.847 -0.127
Cl 6.282 -1.504 -1.712
C 4.280 -1.867 0.100
O 3.409 -1.610 -0.847
C 3.859 -2.175 1.412
C 2.469 -2.358 1.783
O 1.488 -2.327 1.030
C 4.778 -2.392 2.455
H 7.623 -2.028 0.701
H 2.289 -2.575 2.843
H 4.424 -2.616 3.455
C -2.051 1.167 0.590
N -1.063 0.292 -0.077
P -1.543 -1.163 -0.863
C -2.756 -0.660 -2.114
C -2.352 -0.758 -3.445
C -3.152 -0.289 -4.482
C -4.377 0.288 -4.187
C -4.803 0.390 -2.865
C -4.001 -0.083 -1.840
C -2.522 -1.993 0.422
C -2.019 -2.055 1.724
C -2.700 -2.758 2.705
C -3.879 -3.427 2.395
C -4.372 -3.390 1.100
C -3.696 -2.675 0.118
P 0.356 0.995 -0.728
C 1.439 1.207 0.725
C 0.995 0.950 2.022
C 1.867 1.041 3.100
C 3.197 1.384 2.888
C 3.655 1.628 1.599
C 2.782 1.533 0.524
C -0.098 2.631 -1.279
C 0.203 3.792 -0.576
C -0.227 5.023 -1.055
C -0.967 5.090 -2.228
C -1.276 3.933 -2.934
C -0.833 2.707 -2.465
H -2.715 0.571 1.215
H -2.639 1.717 -0.148
H -1.549 1.893 1.228
H -1.395 -1.208 -3.690
H -2.822 -0.380 -5.508
H -5.008 0.654 -4.987
H -5.763 0.835 -2.638
H -4.351 -0.008 -0.817
H -1.091 -1.554 1.974
H -2.307 -2.791 3.714
H -4.409 -3.977 3.162
H -5.285 -3.913 0.848
H -4.093 -2.658 -0.889
H -0.033 0.662 2.193
H 1.507 0.850 4.103
H 3.879 1.452 3.727
H 4.693 1.882 1.427
H 3.161 1.707 -0.477
H 0.775 3.742 0.343
H 0.013 5.926 -0.510
H -1.302 6.051 -2.597
H -1.849 3.986 -3.851
H -1.071 1.805 -3.020
*
```

Summary:
ΔE to the lowest compared entry with this formula, charge and spin   0.0 kcal per mole
Frontier orbital gap   7.71 eV
E_LUMO   -2.94 eV